18
Properties=species:S:1:pos:R:3 method="wB97M-V/def2-TZVPD" charge=+1 e_lumo_ev=-5.23 gap_ev=7.7 de_lowest_kj_mol=164.1 smiles="C=C(CCC=[NH2+])N=C=O"
C 1.056 -0.981 -0.573
C 0.494 2.770 0.590
C 0.896 -0.554 0.709
C -2.004 1.161 -1.161
C -0.629 -0.078 0.720
C -0.960 0.987 -0.357
N -0.239 2.148 -0.108
N 2.036 -0.542 -1.358
O 1.168 3.446 1.251
H 0.768 -1.283 1.557
H 1.767 0.085 1.123
H -2.867 0.492 -1.184
H -2.001 2.204 -1.557
H -1.220 -0.946 0.733
H -0.705 0.497 1.753
H 0.269 -1.538 -1.035
H 2.774 -0.149 -0.896
H 2.103 -0.811 -2.331